Record 1
{"formula": "C45H54O21", "method": "ωB97M-V/def2-TZVPD", "homo_lumo_gap_ev": 8.254, "smiles": "Oc1ccc(O)cc1.Oc1ccc(O)cc1.Oc1ccc(O)cc1.Oc1ccc(O)cc1.Oc1ccc(O)cc1.Oc1ccc(O)cc1.COC(=O)OC.COC(=O)OC.COC(=O)OC", "total_energy_ev": -90536.27979, "elements": ["O", "C", "C", "C", "C", "O", "C", "C", "H", "H", "H", "H", "H", "H", "O", "C", "C", "C", "C", "O", "C", "C", "H", "H", "H", "H", "H", "H", "O", "C", "C", "C", "C", "O", "C", "C", "H", "H", "H", "H", "H", "H", "O", "C", "C", "C", "C", "O", "C", "C", "H", "H", "H", "H", "H", "H", "O", "C", "C", "C", "C", "O", "C", "C", "H", "H", "H", "H", "H", "H", "O", "C", "C", "C", "C", "O", "C", "C", "H", "H", "H", "H", "H", "H", "C", "O", "C", "O", "O", "C", "H", "H", "H", "H", "H", "H", "C", "O", "C", "O", "O", "C", "H", "H", "H", "H", "H", "H", "C", "O", "C", "O", "O", "C", "H", "H", "H", "H", "H", "H"], "coordinates": [[2.3812, 0.2023, 2.6473], [3.5050, -0.2341, 1.9973], [3.2946, -0.6571, 0.6835], [4.2717, -1.2357, -0.0702], [5.5152, -1.4625, 0.5298], [6.5385, -1.8602, -0.2233], [5.7774, -1.0101, 1.8935], [4.7397, -0.4569, 2.5844], [2.6055, 1.0122, 3.1550], [2.4473, -0.3402, 0.1253], [3.9945, -1.4159, -1.1145], [6.2620, -2.0723, -1.0847], [6.7766, -1.1158, 2.3440], [4.7617, -0.1388, 3.6538], [1.2386, 3.9343, -4.0199], [0.0182, 3.4549, -4.3022], [-1.0770, 4.2320, -3.8931], [-2.3542, 3.8257, -4.2064], [-2.5453, 2.6876, -4.8802], [-3.8247, 2.1920, -5.1271], [-1.4701, 1.8639, -5.2074], [-0.1469, 2.2070, -4.9203], [1.9602, 3.3098, -4.2627], [-0.7401, 5.1337, -3.4037], [-3.1413, 4.4627, -3.8842], [-4.3902, 2.8134, -4.7503], [-1.6937, 0.9194, -5.6577], [0.6683, 1.6132, -5.3551], [-3.1533, -0.3474, 3.5540], [-2.8139, -1.7274, 3.7308], [-1.7001, -1.9493, 4.5544], [-1.2197, -3.2102, 4.6388], [-1.7753, -4.3030, 3.9789], [-1.2038, -5.5410, 4.0000], [-2.8581, -4.0369, 3.1272], [-3.4353, -2.7485, 3.0397], [-3.8542, -0.2554, 2.9023], [-1.2607, -1.0547, 4.9414], [-0.3486, -3.3966, 5.2774], [-0.4433, -5.5530, 3.4276], [-3.2957, -4.7786, 2.4779], [-4.3535, -2.6747, 2.4982], [2.0845, 3.1894, 3.5935], [1.0824, 2.7193, 4.4118], [-0.2286, 2.4318, 4.0328], [-1.1944, 1.7797, 4.8230], [-0.7645, 1.4487, 6.0597], [-1.5770, 0.6821, 6.8811], [0.5039, 1.6427, 6.5124], [1.5072, 2.3388, 5.7221], [1.6982, 3.2986, 2.7434], [-0.5318, 2.6857, 3.0028], [-2.2563, 1.7534, 4.5443], [-2.4525, 0.6276, 6.4470], [0.6329, 1.2443, 7.5124], [2.5017, 2.3999, 6.0969], [2.6688, -2.6281, -6.1371], [2.8362, -1.5387, -5.4196], [2.4928, -1.4076, -4.0699], [2.6887, -0.2095, -3.3561], [3.3275, 0.8104, -3.9558], [3.6348, 2.0019, -3.3242], [3.5438, 0.7152, -5.3332], [3.2491, -0.4012, -6.0812], [2.6099, -3.4477, -5.5833], [2.2212, -2.3370, -3.5494], [2.3803, -0.0882, -2.2892], [3.2438, 2.0341, -2.4529], [4.0207, 1.5460, -5.8556], [3.3946, -0.5068, -7.1287], [-4.7016, -0.5360, 0.8538], [-4.8909, 0.5009, -0.0090], [-4.4518, 0.5654, -1.3341], [-4.5788, 1.7329, -2.1173], [-5.4449, 2.7415, -1.6969], [-5.6005, 3.8629, -2.4799], [-5.9388, 2.6327, -0.3639], [-5.5826, 1.5691, 0.4948], [-4.0833, -1.2086, 0.5958], [-3.7616, -0.2270, -1.7270], [-4.1146, 1.8429, -3.0499], [-6.2270, 4.4589, -2.1551], [-6.6431, 3.4306, -0.0802], [-5.8632, 1.6275, 1.4987], [2.1692, -3.5847, 2.4511], [1.0775, -4.5332, 2.1285], [0.5288, -4.5780, 0.9123], [0.7952, -3.9060, -0.0342], [-0.3861, -5.5797, 0.9688], [-1.3932, -5.5420, -0.0841], [2.1267, -2.7511, 1.7465], [3.1040, -4.1927, 2.4046], [1.9430, -3.3444, 3.4860], [-1.8255, -4.5616, -0.2628], [-2.2330, -6.1380, 0.2574], [-0.9495, -5.9495, -0.9684], [-0.5309, -2.2240, -2.9027], [0.0691, -1.4617, -1.8518], [-0.7278, -1.2094, -0.7930], [-1.8886, -1.5023, -0.7219], [0.0149, -0.6229, 0.1012], [-0.5036, -0.6626, 1.4234], [-1.6257, -2.1334, -2.8355], [-0.2166, -3.2924, -2.7555], [-0.2262, -1.8195, -3.8498], [0.1886, -0.1893, 2.0577], [-0.7101, -1.6805, 1.6128], [-1.4488, -0.0644, 1.4120], [-0.8042, 2.6570, -1.0588], [0.6034, 2.7037, -1.3595], [1.4775, 3.0584, -0.4192], [1.2197, 3.5024, 0.6843], [2.6955, 2.7632, -0.8821], [3.7417, 3.1560, 0.0144], [-0.9671, 1.8393, -0.4213], [-1.2092, 2.4774, -2.0442], [-1.2586, 3.5651, -0.6602], [3.6570, 4.2028, 0.2922], [4.6493, 2.9627, -0.6073], [3.7516, 2.5693, 0.8834]]}

Record 2
{"formula": "C4H13N3", "method": "ωB97M-V/def2-TZVPD", "relative_energy_kj_mol": 62.21, "homo_lumo_gap_ev": 9.856, "smiles": "C[C@@H](N)CNCN", "total_energy_ev": -8828.76788, "elements": ["C", "C", "N", "C", "N", "C", "N", "H", "H", "H", "H", "H", "H", "H", "H", "H", "H", "H", "H", "H"], "coordinates": [[1.8968, -1.0347, 0.5926], [1.4477, 0.3918, 0.4743], [2.3099, 1.1371, -0.4667], [0.0262, 0.6229, -0.0541], [-1.0405, -0.0191, 0.7123], [-2.2889, 0.0479, 0.0008], [-2.3421, -0.8910, -1.1438], [2.9585, -1.1415, 0.7988], [1.4545, -1.6013, 1.4235], [1.6387, -1.5866, -0.3125], [1.5065, 0.9169, 1.4270], [2.8443, 0.5419, -1.0875], [2.9495, 1.7694, 0.0013], [-0.1136, 1.7046, -0.0478], [-0.0284, 0.3225, -1.1087], [-0.8056, -0.9660, 0.9690], [-2.4661, 1.0484, -0.3822], [-3.1091, -0.2124, 0.6792], [-3.0572, -0.6277, -1.8193], [-2.5224, -1.8251, -0.8394]]}

Record 3
{"formula": "C19H35AsGe2N7S5Y", "method": "ωB97M-V/def2-TZVPD", "relative_energy_kj_mol": 66.22, "homo_lumo_gap_ev": 7.050, "total_energy_ev": -259793.48330, "elements": ["Y", "C", "C", "Ge", "C", "C", "C", "C", "Ge", "C", "C", "C", "C", "C", "C", "C", "C", "C", "C", "H", "H", "H", "H", "H", "H", "H", "H", "H", "H", "H", "H", "H", "H", "H", "H", "H", "H", "H", "H", "H", "H", "H", "H", "H", "H", "S", "As", "S", "S", "S", "C", "N", "C", "N", "S", "H", "H", "H", "H", "H", "H", "N", "N", "N", "C", "N", "N", "H", "H", "H"], "coordinates": [[-0.9297, 0.4110, 0.0464], [0.4551, -2.1104, 4.7898], [-0.6704, -1.4841, 3.9609], [-0.1787, 0.0711, 2.7743], [-0.3273, 1.6310, 4.0115], [0.3606, 1.4947, 5.3713], [1.8276, -0.0734, 2.7159], [2.8317, 0.1194, 1.8454], [2.8564, 0.2865, -0.1473], [3.1650, -1.5170, -0.9741], [4.3131, -2.4382, -0.5581], [3.9599, 1.6602, -1.0002], [5.4783, 1.5333, -0.8507], [4.2083, 0.2995, 2.3983], [5.3472, -0.2935, 1.8542], [6.5972, -0.1158, 2.4311], [6.7406, 0.6773, 3.5589], [5.6220, 1.3015, 4.0965], [4.3743, 1.1194, 3.5192], [0.0874, -2.9121, 5.4365], [0.9469, -1.3738, 5.4275], [1.2382, -2.5404, 4.1558], [-1.4541, -1.0982, 4.6213], [-1.1619, -2.2564, 3.3603], [-1.3984, 1.8028, 4.1538], [0.0474, 2.5036, 3.4717], [-0.0551, 0.6646, 5.9477], [0.2447, 2.3991, 5.9750], [1.4332, 1.3126, 5.2681], [2.2029, -0.2056, 3.7371], [3.2099, -1.3173, -2.0472], [2.2182, -2.0388, -0.8146], [5.2906, -2.0060, -0.7811], [4.2549, -3.3848, -1.1024], [4.2860, -2.6747, 0.5073], [3.6097, 2.6356, -0.6694], [3.6778, 1.5842, -2.0516], [5.8039, 1.6840, 0.1766], [5.9695, 2.2850, -1.4725], [5.8412, 0.5544, -1.1754], [5.2691, -0.9131, 0.9757], [7.4609, -0.5997, 1.9905], [7.7148, 0.8201, 4.0089], [5.7219, 1.9439, 4.9624], [3.5108, 1.6354, 3.9203], [-1.7722, 2.4161, -1.5799], [0.4297, 2.5823, -1.6101], [1.0351, 0.3578, -1.8140], [0.8224, 2.4706, 0.5277], [1.3873, 3.8181, -2.9354], [-3.6465, -3.0201, -3.5108], [-3.7758, -2.4439, -2.1884], [-3.3237, -1.2372, -1.8445], [-2.7465, -0.4923, -2.7839], [-3.5116, -0.7064, -0.2279], [-4.0198, -4.0393, -3.4845], [-2.5998, -3.0524, -3.8239], [-4.2263, -2.4605, -4.2476], [-4.1650, -2.9884, -1.4382], [-2.6134, -0.8364, -3.7199], [-2.4654, 0.4722, -2.5794], [-0.3985, -5.0375, -1.5425], [-0.2022, -3.9495, -0.7101], [0.3930, -4.0524, 0.4581], [0.2779, -2.8153, 0.9156], [-0.3510, -2.0239, 0.0293], [-0.6619, -2.7770, -1.0051], [0.1588, -5.7933, -1.1613], [-0.0422, -4.7984, -2.4613], [0.6723, -2.4801, 1.8612]]}

no.,lowest unoccupied orbital energy (eV)
1,0.3
2,1.1
3,-0.3